Computed, not measured: a cluster of 33 separate species, C17H81NO36 in total at a distorted geometry, with ωB97M-V with the def2-TZVPD basis set.

Last column: Löwdin charge in e.
Positions of all 135 atoms, in Å:
H 6.189 -1.112 0.612  0.04
O -1.270 7.153 7.269  -0.06
H 6.234 -0.318 -5.446  0.06
H -5.063 7.289 7.009  0.01
H 0.510 -3.060 -1.389  0.09
O -7.128 2.489 2.454  -0.06
O -3.530 -2.304 4.966  -0.05
C 0.179 -1.034 -0.705  -0.07
H -0.148 -9.054 -2.441  0.03
C -1.809 2.750 2.095  -0.23
O -0.771 2.434 2.617  0.07
H 5.037 -2.113 -6.623  0.02
H 5.925 3.951 0.109  0.03
O -1.213 2.874 -5.764  -0.06
H 5.307 5.264 -0.347  0.04
C 2.186 0.575 -0.311  -0.10
H -2.455 3.469 2.631  0.11
C -0.120 1.200 0.150  0.02
O 1.369 7.684 5.671  -0.06
H 2.693 -4.048 1.183  0.05
H 2.479 -4.695 -0.415  0.08
O 5.427 4.711 0.432  -0.06
H -0.212 -7.529 -2.491  0.00
O -2.972 -2.929 8.171  -0.07
O 6.525 -1.205 -5.697  -0.05
H 4.536 0.863 -1.075  0.02
O -2.670 5.672 2.441  -0.06
H -4.449 5.246 8.531  0.05
C 1.066 -2.159 -1.179  -0.05
O -2.365 7.757 4.563  -0.07
H 2.288 -6.625 -3.024  0.09
C -2.044 -0.122 -0.205  -0.06
O -1.044 1.246 -3.126  -0.03
O -7.235 7.387 0.681  -0.07
H 5.370 -1.273 -0.655  0.01
H -7.901 2.971 2.763  0.04
O -0.378 -5.545 -2.955  -0.13
H 0.312 2.139 0.458  0.13
H -0.854 6.383 6.870  0.03
H -4.885 -1.895 0.590  0.13
H -1.815 2.295 -6.241  0.03
H 2.321 -1.309 -9.723  -0.01
H 5.031 1.137 1.518  0.05
H -5.032 4.332 7.463  0.05
H -6.553 6.705 0.666  -0.01
C -3.944 -1.742 0.081  0.04
H -6.148 3.489 -1.499  0.06
H 1.763 -0.018 -10.310  0.03
C -1.208 -1.162 -0.660  -0.03
H -3.249 -3.136 4.565  -0.01
C -3.515 -0.351 -0.196  -0.31
C -2.289 2.259 0.738  -0.07
H 3.019 1.118 -5.713  0.00
H -6.932 2.885 1.597  -0.01
C 2.065 -3.980 0.293  -0.05
H 1.477 -1.834 -2.141  0.13
O -5.086 5.228 7.809  -0.05
O 1.503 -0.580 -5.967  -0.04
H -1.742 5.669 2.178  0.08
O 3.756 1.594 -5.308  -0.07
H -3.080 7.790 5.215  0.01
O 3.517 -3.032 -9.662  -0.06
H 0.459 7.732 5.359  0.01
H 5.763 -3.671 -3.130  0.04
C 0.719 0.202 -0.300  -0.12
H -5.070 4.223 0.669  0.00
H 3.647 1.421 -4.365  0.00
O 1.621 -0.653 -9.603  -0.07
H -2.500 6.917 4.107  0.01
H 3.956 -1.074 -6.821  0.04
H -1.400 7.754 6.526  -0.01
H -3.759 -2.485 8.501  0.03
H 1.874 -6.944 2.788  0.04
H 4.806 -5.595 1.647  0.04
H 0.574 -0.675 -5.741  0.04
H 7.348 -1.336 -5.214  0.06
H -4.439 -2.188 4.672  0.04
O -6.371 3.008 -0.696  -0.04
O 0.122 -8.267 -1.960  -0.06
O -4.896 7.957 6.331  -0.05
H 5.303 -4.670 2.749  0.04
C -1.916 -2.419 -1.088  -0.29
O -2.588 -4.958 3.556  -0.04
H -3.012 6.506 2.087  0.07
H 2.794 -0.054 0.333  0.11
O 4.534 1.712 0.927  -0.05
O -1.575 -3.165 -1.984  0.10
H -0.516 -4.634 -2.652  -0.01
H -2.683 -5.170 4.493  0.06
H 3.449 -2.083 -1.653  0.05
C -1.502 1.077 0.223  -0.14
H 2.089 -1.919 0.690  0.13
H -2.748 -2.441 7.370  0.01
O 4.216 -1.956 -7.112  -0.05
C 2.813 0.488 -1.692  -0.22
O 5.093 -2.984 -3.180  -0.04
H -3.363 2.108 0.791  0.10
O 1.927 -5.811 -2.653  -0.01
H -0.632 -3.788 2.773  0.03
H -4.456 5.129 1.750  0.01
H -2.140 3.088 0.036  0.15
H -4.997 8.799 6.785  0.05
H 2.135 -4.681 4.050  0.03
C -3.172 -2.728 -0.351  0.02
N 4.041 0.648 -1.943  0.12
H -0.945 2.365 -4.989  -0.01
H -1.307 -3.966 1.430  0.03
H -1.817 0.816 -3.507  0.05
H 2.289 1.593 0.046  0.11
O 4.746 -4.688 1.964  -0.05
O -0.529 -3.576 1.840  -0.03
H -3.479 -3.755 -0.200  0.13
C 2.196 -2.552 -0.197  -0.38
H 1.128 -4.690 5.195  0.03
O -5.080 5.122 1.012  -0.05
H 0.528 -5.804 -2.553  -0.05
H 2.152 0.229 -2.524  0.11
O 3.498 -2.313 -0.720  -0.05
O -4.346 0.503 -0.436  0.10
H 1.702 8.579 5.556  0.04
H 4.000 -2.863 -8.837  0.00
H 1.061 -4.223 0.615  0.05
H 1.916 -5.195 -3.397  0.09
H 1.019 -6.971 1.528  0.05
H 3.735 -3.937 -9.898  0.04
O 5.934 -0.640 -0.187  -0.06
H -3.367 -5.351 3.146  0.06
H 5.342 -2.456 -3.949  0.01
H -1.110 1.049 -2.182  0.01
O 1.908 -5.144 4.866  -0.06
H -7.027 7.955 -0.067  0.03
H -5.679 2.342 -0.609  0.01
O 1.639 -6.418 2.016  -0.05
H 1.805 -1.482 -6.131  0.03
H 4.439 2.539 1.417  0.05

Energy above the lowest of the compared OMol25 structures with the same formula, charge and spin: 0.0 kcal per mole
Electronic energy: -94143.1677 eV
HOMO: -0.34932 Eh
F_max: 2.3 eV Å⁻¹
2S+1: 1